This record from OMol25 describes a molecular structure, C5H11N2 at a distorted geometry. The level of theory is wB97M-V/def2-TZVPD.

Structure (XYZ):
```
18
Properties=species:S:1:pos:R:3:mulliken_charge:R:1
C -0.899 0.884 1.235 -0.171
C -1.577 -0.260 -0.631 -0.548
C 0.483 0.477 0.831 -0.516
C -0.087 -0.526 -0.781 0.152
C 0.387 -1.937 -0.651 -1.506
N -1.872 0.539 0.525 -0.444
N 1.326 1.628 0.417 -0.260
H -1.066 1.482 2.120 0.432
H -2.002 0.269 -1.490 0.306
H -2.142 -1.190 -0.514 0.348
H 1.010 -0.200 1.494 0.444
H 0.393 0.026 -1.584 0.468
H -0.023 -2.414 0.235 0.402
H 1.473 -2.003 -0.631 0.371
H 0.036 -2.498 -1.519 0.409
H 1.776 2.071 1.231 0.372
H 0.729 2.328 -0.046 0.393
H 2.055 1.324 -0.242 0.349
```

Charge   +1
Molecular weight   99.16 g/mol
Energy above the lowest of the compared OMol25 structures with the same formula, charge and spin   1.885 eV
HOMO-LUMO gap   10.08 eV
HOMO energy   -14.0 eV
Total energy   -8335.2336 eV